Record 1
The following is a DFT calculation (the ωB97M-V functional and the def2-TZVPD basis) of C47H40AsClN6O3RuS2 as an isolated structure.

* total energy: -5956.49225 Eh
* HOMO level (spin up / spin down): -2.9 / -5.2 eV
* multiplicity: 6
* total charge: -1
* ΔE to the lowest compared entry with this formula, charge and spin: 0.0 kcal per mole
* <S²>: 8.789
* Kohn-Sham gap (spin up / spin down): 5.350 / 6.389 eV

CARTESIAN COORDINATES (ANGSTROEM)
Ru  -0.5169  -0.5417  0.7115
N  0.7417  1.1782  4.6203
C  0.7489  0.7028  3.3172
S  -0.1916  1.5968  2.1499
N  1.4693  -0.3398  3.0683
N  1.3632  -0.6875  1.7320
C  2.3746  -1.3206  1.1283
C  3.6195  -1.7134  1.8198
C  4.1255  -3.0054  1.6789
C  5.3029  -3.3864  2.3054
C  5.9979  -2.4793  3.0902
C  5.5053  -1.1884  3.2384
C  4.3292  -0.8091  2.6145
C  2.2107  -1.4923  -0.2672
C  3.2122  -1.9507  -1.1606
C  2.9445  -2.0591  -2.4936
C  1.6748  -1.6953  -2.9863
C  0.7587  -1.2042  -2.0917
N  1.0018  -1.0780  -0.7797
H  -0.1003  1.6781  4.8560
H  0.9967  0.4690  5.2923
H  3.5816  -3.7215  1.0748
H  5.6707  -4.3976  2.1842
H  6.9147  -2.7739  3.5853
H  6.0390  -0.4692  3.8468
H  3.9489  0.1946  2.7377
H  4.1897  -2.1992  -0.7733
H  3.7155  -2.4108  -3.1684
H  1.4157  -1.7828  -4.0304
H  -0.2283  -0.8963  -2.4004
C  -3.4530  2.5127  2.7648
N  -4.3765  1.4499  2.4447
C  -5.3467  1.2650  3.4930
C  -3.7815  0.2633  1.8320
C  -2.9836  -0.7459  2.6599
C  -3.6219  -1.3941  3.7200
C  -2.9939  -2.3619  4.4862
C  -1.6953  -2.7312  4.1811
C  -1.0569  -2.1435  3.1001
C  -1.6836  -1.1630  2.3332
H  -4.0136  3.4423  2.9030
H  -2.7543  2.6554  1.9394
H  -2.8582  2.3277  3.6705
H  -5.8566  2.2149  3.6755
H  -4.9164  0.9317  4.4505
H  -6.1005  0.5349  3.1887
H  -3.1465  0.6242  1.0278
H  -4.5925  -0.2966  1.3520
H  -4.6532  -1.1572  3.9350
H  -3.5260  -2.8341  5.3034
H  -1.1852  -3.4958  4.7545
H  -0.0619  -2.4778  2.8409
O  -3.5283  -2.6955  -0.0635
S  -2.8064  -1.9332  -1.0670
N  -1.8950  -0.8197  -0.5290
Cl  3.7902  -7.3188  -2.8852
C  2.5149  -6.2839  -2.2823
C  2.5584  -5.8596  -0.9653
C  1.5468  -5.0334  -0.5027
C  0.5116  -4.6430  -1.3436
C  0.4878  -5.0835  -2.6595
C  1.4921  -5.9106  -3.1377
C  -0.5241  -3.6867  -0.7997
O  -1.4051  -3.3061  -1.6560
O  -0.4312  -3.3227  0.3707
H  3.3724  -6.1664  -0.3231
H  1.5399  -4.6663  0.5151
H  -0.3154  -4.7583  -3.3065
H  1.4907  -6.2600  -4.1609
C  -4.1094  5.8557  -3.3769
C  -4.4901  4.5254  -3.2732
C  -3.6639  3.6134  -2.6335
C  -2.4397  4.0158  -2.1075
C  -2.0660  5.3513  -2.2084
C  -2.8996  6.2668  -2.8386
As  -1.3355  2.6490  -1.2374
C  0.2829  3.6553  -0.8705
C  0.5279  4.4625  0.2288
C  1.7875  5.0182  0.4024
C  2.8024  4.7387  -0.5054
C  2.5665  3.9142  -1.5941
C  1.3006  3.3710  -1.7856
C  0.8990  2.4958  -2.9083
C  1.6980  2.1389  -3.9898
C  1.1627  1.3797  -5.0182
C  -0.1644  0.9675  -4.9739
C  -0.9571  1.2917  -3.8822
C  -0.4230  2.0513  -2.8542
H  -4.7565  6.5692  -3.8709
H  -5.4375  4.1966  -3.6817
H  -3.9867  2.5818  -2.5377
H  -1.1175  5.6813  -1.8042
H  -2.5969  7.3040  -2.9119
H  -0.2457  4.6421  0.9652
H  1.9857  5.6471  1.2606
H  3.7901  5.1553  -0.3527
H  3.3707  3.6887  -2.2832
H  2.7311  2.4598  -4.0382
H  1.7850  1.1017  -5.8596
H  -0.5749  0.3754  -5.7825
H  -1.9835  0.9447  -3.8370

Mulliken atomic charge list, values in e, 2 entries:
1. Ru 1.1760
2. N -0.5492



Record 2
The following is a DFT calculation (the ωB97M-V functional and the def2-TZVPD basis) of C7H8N2 as an isolated structure.

* total energy: -380.89833 Eh
* HOMO level: -7.6 eV
* multiplicity: 1
* total charge: 0
* ΔE to the lowest compared entry with this formula, charge and spin: 78.7 kcal per mole
* Kohn-Sham gap: 8.376 eV

CARTESIAN COORDINATES (ANGSTROEM)
C  -1.6306  0.3890  -1.6138
C  -2.4421  0.5001  -0.5077
C  -0.3939  -0.0208  -1.0487
C  -0.5806  -0.1602  0.2889
C  0.9794  -0.2789  -1.1844
C  0.7180  -0.7087  0.7986
C  1.5905  0.1293  1.6752
N  1.7733  -0.1340  -2.0861
N  -1.8142  0.1029  0.6517
H  -1.7694  0.3231  -2.7214
H  -3.4924  0.8131  -0.2866
H  0.9587  -1.7688  0.9611
H  1.7062  1.1726  1.3874
H  2.6330  -0.1908  1.5968
H  1.0649  0.2281  2.6034
H  2.7392  -0.4361  -2.1928
H  -2.0400  0.0403  1.6787

natural (NBO) atomic charge list, values in e, 2 entries:
1. C -0.2756
2. C -0.0614



Record 3
The following is a DFT calculation (the ωB97M-V functional and the def2-TZVPD basis) of one molecule with the formula C5H10O.

* SMILES string: CC(C)[C@H]1CO1
* total energy: -271.69662 Eh
* HOMO level: -10.1 eV
* multiplicity: 1
* total charge: 0
* ΔE to the lowest compared entry with this formula, charge and spin: 35.1 kcal per mole
* Kohn-Sham gap: 11.244 eV

CARTESIAN COORDINATES (ANGSTROEM)
C  -0.7004  1.3849  -0.8771
C  -0.4470  0.1981  0.0616
C  -1.4023  -0.9522  -0.3346
C  0.9900  -0.3579  0.1530
C  2.0294  -0.1988  1.1979
O  1.1071  -1.2708  1.2408
H  -0.1196  2.2714  -0.6065
H  -1.7628  1.6631  -0.8283
H  -0.4930  1.1363  -1.9254
H  -0.7264  0.5049  1.0779
H  -2.4478  -0.6162  -0.2934
H  -1.3072  -1.8143  0.3319
H  -1.2223  -1.2939  -1.3629
H  1.4616  -0.6735  -0.7802
H  3.0414  -0.5794  1.0075
H  1.9992  0.5982  1.9380

natural (NBO) atomic charge list, values in e, 2 entries:
1. C -0.6066
2. C -0.2394



Record 4
The following is a DFT calculation (the ωB97M-V functional and the def2-TZVPD basis) of one molecule with the formula C2H6ClN.

* SMILES string: C[C@@H](N)Cl
* total energy: -594.72698 Eh
* HOMO level: -9.3 eV
* multiplicity: 1
* total charge: 0
* ΔE to the lowest compared entry with this formula, charge and spin: 15.8 kcal per mole
* Kohn-Sham gap: 10.458 eV

CARTESIAN COORDINATES (ANGSTROEM)
C  0.7777  -0.5202  0.6785
C  -0.2673  0.4974  0.1477
N  -0.2737  0.3022  -1.2359
Cl  -2.0267  -0.0056  0.5048
H  0.6329  -1.4628  0.3287
H  0.8557  -0.4849  1.7396
H  1.7135  -0.1153  0.4208
H  -0.0772  1.5740  0.4796
H  -0.3515  -0.6323  -1.4574
H  -0.9834  0.8476  -1.6063

natural (NBO) atomic charge list, values in e, 2 entries:
1. C -0.6177
2. C 0.0297



Record 5
The following is a DFT calculation (the ωB97M-V functional and the def2-TZVPD basis) of C65H57N5O8PReS5 as an isolated structure.

* total energy: -5796.94316 Eh
* HOMO level (spin up / spin down): -9.5 / -9.5 eV
* multiplicity: 2
* total charge: +1
* ΔE to the lowest compared entry with this formula, charge and spin: 32.4 kcal per mole
* <S²>: 0.755
* Kohn-Sham gap (spin up / spin down): 5.561 / 5.922 eV

CARTESIAN COORDINATES (ANGSTROEM)
Re  -0.4578  0.4584  -0.0521
O  -0.9229  1.0128  6.3235
C  0.2963  1.2096  6.0903
O  1.2631  1.5930  6.7429
C  0.4993  0.9154  4.5840
C  0.2420  -0.3710  4.0897
C  0.0492  -0.5475  2.7539
N  0.1000  0.4995  1.8937
C  0.4901  1.7228  2.3404
C  0.6849  1.9665  3.6686
C  0.6511  2.7710  1.2539
O  0.8930  3.9196  1.5358
O  0.4763  2.3032  0.0368
H  0.1330  -1.2067  4.7690
H  -0.2186  -1.5071  2.3308
H  0.9452  2.9670  3.9884
N  -2.1102  1.4021  0.3120
S  -3.1996  2.4069  0.1719
N  -4.6070  1.7846  0.7028
S  -5.0437  0.4277  0.0346
N  -4.0213  -0.5430  -0.5450
S  -3.0964  -1.7542  0.1688
N  -1.5380  -1.4805  -0.0736
C  -3.4413  -1.5502  1.9283
C  -2.9534  -0.5245  2.7317
C  -3.1694  -0.5658  4.1036
C  -3.9063  -1.6038  4.6578
C  -4.4425  -2.5965  3.8438
C  -4.1966  -2.5811  2.4800
C  -2.5988  -4.6101  -0.9961
C  -1.3225  -4.9992  -1.8066
C  -1.5291  -5.5730  -3.1430
C  -2.7184  -5.5199  -3.7555
C  -3.9132  -5.1103  -3.0306
C  -3.8684  -4.7885  -1.7319
C  -6.1450  -0.2675  1.2292
C  -6.2326  0.2569  2.5079
C  -7.0797  -0.3629  3.4136
C  -7.8232  -1.4697  3.0266
C  -7.7291  -1.9718  1.7318
C  -6.8816  -1.3718  0.8198
C  -6.1049  0.8035  -1.3397
C  -6.9488  1.8999  -1.2089
C  -7.7471  2.2539  -2.2825
C  -7.6957  1.5152  -3.4609
C  -6.8547  0.4155  -3.5667
C  -6.0492  0.0501  -2.4999
C  -3.5847  3.0736  -1.4344
C  -4.0560  4.3804  -1.5128
C  -4.3979  4.8915  -2.7523
C  -4.2795  4.0986  -3.8860
C  -3.8269  2.7906  -3.7833
C  -3.4679  2.2642  -2.5517
C  -2.9990  3.8070  1.2082
C  -1.9505  4.6558  0.8734
C  -1.6710  5.7131  1.7196
C  -2.4330  5.9024  2.8660
C  -3.4825  5.0448  3.1775
C  -3.7743  3.9763  2.3481
H  -2.4116  0.2940  2.2934
H  -2.7342  0.1976  4.7461
H  -4.0586  -1.6403  5.7295
H  -5.0360  -3.3939  4.2744
H  -4.5844  -3.3675  1.8422
H  -0.4878  -5.3848  -1.2340
H  -0.6798  -6.0489  -3.6218
H  -2.8343  -5.9091  -4.7597
H  -4.8712  -5.1970  -3.5304
H  -4.7860  -4.6602  -1.1641
H  -5.6387  1.1202  2.7793
H  -7.1506  0.0139  4.4259
H  -8.4840  -1.9473  3.7388
H  -8.3138  -2.8337  1.4379
H  -6.7888  -1.7479  -0.1946
H  -6.9644  2.4682  -0.2864
H  -8.4084  3.1070  -2.2024
H  -8.3221  1.7970  -4.2977
H  -6.8247  -0.1579  -4.4847
H  -5.3729  -0.7955  -2.5580
H  -4.1498  4.9879  -0.6214
H  -4.7566  5.9093  -2.8316
H  -4.5437  4.5047  -4.8549
H  -3.7573  2.1737  -4.6707
H  -3.1065  1.2543  -2.4482
H  -1.3467  4.4728  -0.0101
H  -0.8382  6.3654  1.4955
H  -2.1964  6.7211  3.5339
H  -4.0674  5.2016  4.0741
H  -4.5775  3.2849  2.5679
O  2.5930  0.9113  -1.9913
S  2.6653  -0.1666  -1.0426
O  3.6165  -0.0659  0.0116
O  1.2422  -0.4633  -0.4777
C  2.8748  -1.7027  -1.9286
C  3.4197  -1.6550  -3.2029
C  3.4444  -2.8045  -3.9745
C  2.9067  -3.9814  -3.4752
C  2.3967  -4.0342  -2.1851
C  2.3855  -2.9050  -1.3702
P  1.8787  -3.0000  0.4270
C  2.6896  -4.5976  0.8432
C  2.2183  -5.8948  0.6493
C  3.0105  -6.9842  0.9825
C  4.2763  -6.7927  1.5205
C  4.7556  -5.5057  1.7225
C  3.9637  -4.4149  1.3888
C  0.0977  -3.3954  0.2717
C  -0.3975  -4.1917  1.2330
C  -1.7478  -4.7118  1.3945
C  -2.6787  -4.8837  0.4542
C  -1.6661  -3.5641  -1.5661
C  -0.7872  -2.6408  -0.7348
H  3.8052  -0.7133  -3.5770
H  3.8685  -2.7794  -4.9703
H  2.9028  -4.8728  -4.0914
H  2.0310  -4.9774  -1.7960
H  1.2236  -6.0638  0.2487
H  2.6400  -7.9900  0.8230
H  4.8839  -7.6476  1.7905
H  5.7385  -5.3496  2.1489
H  4.3254  -3.4042  1.5508
H  0.2994  -4.5275  1.9976
H  -1.9787  -5.0827  2.3887
H  -3.6052  -5.3627  0.7581
H  -2.0791  -3.0582  -2.4357
H  -0.1385  -2.1625  -1.4677
C  0.7305  2.5937  -3.5481
C  0.2787  1.4051  -4.3918
S  0.0522  -0.0758  -3.3631
O  -0.8430  0.4022  -2.2042
C  -1.1514  -0.9811  -4.3879
C  -0.4687  -2.0533  -5.2287
H  0.7627  3.4856  -4.1729
H  1.7129  2.4208  -3.1148
H  0.0335  2.7637  -2.7266
H  1.0275  1.1278  -5.1388
H  -0.6708  1.6044  -4.8789
H  -1.7184  -0.2728  -4.9918
H  -1.8193  -1.4241  -3.6475
H  0.1722  -1.6141  -5.9973
H  -1.2138  -2.6747  -5.7261
H  0.1474  -2.7013  -4.6001

Mulliken atomic charge list, values in e, 2 entries:
1. Re 1.5934
2. O -0.6318



Record 6
The following is a DFT calculation (the ωB97M-V functional and the def2-TZVPD basis) of C15H29CrN2O4P2 as an isolated structure.

* total energy: -2726.53914 Eh
* HOMO level (spin up / spin down): -7.3 / -7.6 eV
* multiplicity: 4
* total charge: 0
* ΔE to the lowest compared entry with this formula, charge and spin: 0.0 kcal per mole
* <S²>: 3.788
* Kohn-Sham gap (spin up / spin down): 7.730 / 7.964 eV

CARTESIAN COORDINATES (ANGSTROEM)
C  -3.7045  0.9684  -2.0285
C  -2.5445  0.9007  -1.2075
N  -1.6169  -0.0983  -1.3674
C  -1.9669  -1.1712  -2.1468
C  -3.1538  -1.2063  -2.8415
C  -4.0524  -0.1605  -2.7927
C  -2.3437  1.8705  -0.0766
P  -0.5384  2.0194  0.3407
Cr  0.1531  -0.0324  -0.3341
P  0.2170  -2.2811  -0.8293
C  -1.0915  -2.3607  -2.1634
O  -3.8347  1.1175  1.7899
O  -2.7120  -1.0281  1.5365
H  -4.3711  1.8333  -1.9552
H  -3.4453  -2.1245  -3.3753
H  -5.0101  -0.1372  -3.3206
C  0.4099  3.2023  -0.6386
C  -0.5285  2.5325  2.0767
H  -1.5931  -3.3265  -1.9868
H  -0.5338  -2.5254  -3.0976
H  -3.0783  1.4948  0.9434
H  -2.6260  2.8989  -0.4309
C  1.7710  -2.9986  -1.4071
C  -0.5098  -3.3448  0.4741
H  -1.7690  -1.0155  0.9985
H  -2.8202  -1.3911  2.4547
H  -3.4679  0.0275  1.6504
H  -4.7295  1.4409  1.5768
H  1.0619  0.3282  -1.5181
H  -0.5755  -0.9508  0.6984
H  -0.0258  4.1887  -0.4775
H  1.4792  3.2300  -0.3913
H  0.3478  2.9320  -1.6959
H  -0.7599  3.6120  2.1329
H  -1.3059  1.9594  2.6099
H  0.4462  2.3407  2.5598
H  -0.5714  -4.3793  0.1018
H  0.0494  -3.2941  1.4258
H  -1.5193  -2.9332  0.6627
H  1.5589  -3.9742  -1.8667
H  2.2397  -2.3284  -2.1437
H  2.4653  -3.1242  -0.5609
O  0.7510  -1.2942  2.7058
C  1.7366  -0.8827  2.1016
C  3.1697  -1.0047  2.6246
C  4.0476  -0.4104  1.5184
C  3.0452  0.0896  0.4588
O  3.3528  0.6707  -0.5739
N  1.7555  -0.3027  0.8358
H  3.2435  -0.4334  3.5709
H  3.4144  -2.0754  2.7928
H  4.6811  0.4280  1.8831
H  4.6926  -1.1902  1.0423

natural (NBO) atomic charge list, values in e, 2 entries:
1. C -0.2649
2. C 0.2887



Record 7
The following is a DFT calculation (the ωB97M-V functional and the def2-TZVPD basis) of a 3-piece molecular cluster, C24H26ClFN3O12P overall.

* SMILES string: [H]/N=C/C[C@]1(OCCNC[C@H](C)O)C(=O)O[C@@](F)(P(=O)(O)O)[C@@]1(Cl)N=C=O.O=C1C=CC(=O)C=C1.O=C1C=CC(=O)C=C1
* total energy: -2898.57566 Eh
* HOMO level: -9.4 eV
* multiplicity: 1
* total charge: 0
* Kohn-Sham gap: 7.522 eV

CARTESIAN COORDINATES (ANGSTROEM)
H  2.6659  -1.1003  -0.4111
N  1.7193  -1.4063  -0.6845
C  1.0095  -0.3757  -0.9986
C  -0.4699  -0.6539  -1.4459
C  -1.5801  0.1278  -0.5861
O  -2.7400  -0.0645  -1.3983
C  -3.7824  0.8888  -1.1293
C  -4.9827  0.5296  -2.1357
N  -5.9406  -0.4615  -1.5804
C  -6.1243  -1.5066  -2.6438
C  -4.9247  -2.5559  -2.5491
C  -5.1957  -3.8912  -3.3557
O  -4.7583  -2.9162  -1.1678
C  -1.0674  1.5995  -0.2901
O  -0.4454  2.3684  -0.9428
O  -1.5843  1.9037  1.0148
C  -2.1565  0.8602  1.7867
F  -1.2595  0.8120  2.8942
P  -3.8038  1.1246  2.6705
O  -3.6606  1.0597  4.1621
O  -4.3427  2.6654  2.2788
O  -5.0105  0.0812  2.2331
C  -1.9073  -0.4366  0.8572
Cl  -0.5218  -1.3035  1.7673
N  -2.9221  -1.5184  0.7677
C  -2.8324  -2.2290  1.8109
O  -3.0200  -3.0103  2.6485
H  1.4866  0.6379  -0.9101
H  -0.7030  -1.7612  -1.5114
H  -0.5804  -0.2613  -2.5079
H  -4.2285  0.8245  -0.0964
H  -3.5010  1.9587  -1.3866
H  -4.4932  0.2249  -3.1019
H  -5.4997  1.5232  -2.3280
H  -6.8534  0.0038  -1.4769
H  -7.1171  -2.0451  -2.5169
H  -6.1337  -1.0746  -3.6883
H  -4.0179  -2.0602  -2.9911
H  -4.3360  -4.5968  -3.1363
H  -5.1676  -3.7223  -4.4758
H  -6.1673  -4.3869  -3.0672
H  -5.3722  -3.6474  -0.9556
H  -5.2062  2.7973  2.7255
H  -5.1075  -0.6474  2.8790
O  4.4413  3.2877  4.8851
C  3.9952  2.4359  4.1420
C  4.8532  1.7627  3.1414
C  4.3638  0.8303  2.3252
C  2.9404  0.4276  2.3864
O  2.4938  -0.4257  1.6415
C  2.0814  1.1002  3.3865
C  2.5719  2.0323  4.2022
H  5.8916  2.0693  3.1115
H  4.9788  0.3277  1.5856
H  1.0436  0.7940  3.4166
H  1.9590  2.5344  4.9402
O  6.3752  -0.1205  0.2886
C  7.3138  0.2583  -0.3862
C  8.4175  1.0460  0.2061
C  9.4436  1.4622  -0.5340
C  9.5244  1.1531  -1.9800
O  10.4606  1.5308  -2.6534
C  8.4196  0.3648  -2.5717
C  7.3938  -0.0510  -1.8310
H  8.3430  1.2624  1.2646
H  10.2594  2.0399  -0.1180
H  8.4937  0.1482  -3.6300
H  6.5777  -0.6288  -2.2463

natural (NBO) atomic charge list, values in e, 2 entries:
1. H 0.3531
2. N -0.5764



Question: total energy of number 2 (C7H8N2)?
Answer: -380.89833 Eh